[1]
94
Properties=species:S:1:pos:R:3:forces:R:3:lowdin_charge:R:1 method="wB97M-V/def2-TZVPD" spin_multiplicity=2 de_lowest_kcal_mol=30.36 e_homo_ev="-13.06 / -13.04" homo_lumo_gap_ev="7.16 / 5.24" molar_mass_g_mol=1131.48 charge=+2 energy_ha=-4055.40986
Ir 0.689862 0.866900 0.026114 0.036 -0.201 0.135 1.3945
C 0.013710 -7.536107 0.189484 -0.003 -0.003 0.003 -0.0340
C -0.009144 -6.094517 0.608030 0.016 0.013 -0.013 -0.2491
C -0.234861 -5.736447 1.934142 0.003 0.006 0.012 -0.0080
C -0.243122 -4.407554 2.328169 -0.009 0.010 0.026 -0.0365
C -0.009630 -3.422151 1.380465 -0.059 0.055 -0.086 -0.3135
C 0.214505 -3.749491 0.049625 -0.048 0.015 0.011 -0.0782
C 0.207821 -5.080235 -0.326633 -0.003 -0.024 0.001 -0.0227
S 0.057607 -1.751431 1.942896 0.087 -0.116 -0.021 0.5915
O -0.840039 -1.612325 3.057618 -0.031 0.028 0.013 -0.2743
O 1.444301 -1.429257 2.149706 -0.062 -0.164 -0.040 -0.3503
N -0.469202 -0.797806 0.692348 -0.006 0.044 0.086 -0.2688
C -1.809224 -0.991775 0.285633 -0.058 0.081 -0.015 -0.2551
C -2.647883 -2.029956 0.633085 0.077 0.014 0.004 -0.0026
C -3.955913 -2.127026 0.113341 -0.035 -0.019 -0.004 -0.0299
C -4.475398 -1.196176 -0.735455 0.005 0.003 -0.003 -0.0182
C -3.682708 -0.079159 -1.072192 0.002 0.005 0.018 -0.1414
C -4.131826 0.983300 -1.882035 -0.009 -0.002 0.005 0.0239
C -3.330278 2.071548 -2.108580 0.004 0.019 0.002 -0.0242
C -2.060044 2.098931 -1.520109 -0.002 0.018 0.024 -0.1356
N -1.626776 1.104524 -0.785571 0.002 0.067 0.037 0.0163
C -2.371113 0.009824 -0.547522 0.038 0.002 0.067 -0.1664
H -0.501530 -8.167197 0.910890 -0.001 0.000 -0.001 0.0845
H 1.042953 -7.892086 0.113249 0.000 0.000 0.001 0.0944
H -0.454095 -7.671994 -0.785014 0.001 0.000 -0.001 0.0856
H -0.414058 -6.508654 2.671416 -0.003 0.001 0.001 0.1252
H -0.435524 -4.135733 3.357519 0.000 -0.009 0.002 0.1243
H 0.356156 -2.968840 -0.686529 -0.001 -0.020 0.000 0.0729
H 0.359642 -5.344027 -1.366633 0.001 0.004 0.000 0.1192
H -2.341456 -2.793798 1.326128 0.053 -0.042 0.013 0.1045
H -4.554798 -2.977464 0.411584 0.003 0.001 0.003 0.1236
H -5.478479 -1.283505 -1.130727 -0.001 -0.001 0.002 0.1260
H -5.126653 0.934660 -2.307936 -0.001 -0.004 0.002 0.1353
H -3.660437 2.908099 -2.708275 0.000 -0.003 -0.003 0.1212
H -1.392181 2.943360 -1.657388 -0.003 -0.001 0.019 0.1278
O 1.747818 6.534220 1.170348 -0.078 0.068 0.057 0.1581
C 0.571665 6.226043 1.692008 0.032 0.056 -0.044 -0.4868
O -0.082604 7.004662 2.321715 -0.009 -0.020 0.043 0.1219
C 0.055095 4.829177 1.466310 0.042 0.027 0.002 -0.0148
C -1.141134 4.346256 1.979467 -0.033 -0.042 0.099 -0.5579
Cl -2.243458 5.091490 3.008578 -0.020 -0.027 -0.052 0.9141
N -1.317890 3.063527 1.568953 0.178 -0.088 0.143 -0.0205
N -0.250464 2.685425 0.822375 -0.048 0.184 -0.095 -0.0093
C 0.565519 3.736780 0.761325 0.051 -0.061 -0.023 -0.1222
C 1.817778 3.556016 -0.024317 -0.212 0.057 0.016 -0.4834
O 2.615279 4.442509 -0.220112 0.085 -0.097 -0.020 0.1417
O 1.956710 2.350659 -0.523341 -0.201 0.189 0.022 -0.2333
C -2.530184 2.300031 1.785013 -0.040 0.044 -0.094 -0.2255
C -3.696145 2.831649 1.246612 0.001 -0.029 -0.019 -0.0529
C -4.903815 2.199653 1.481159 -0.017 0.005 -0.027 -0.0460
C -4.945740 1.040412 2.245750 0.004 -0.011 0.000 -0.0438
C -3.776150 0.516711 2.771330 0.020 -0.027 -0.010 -0.0390
C -2.558832 1.147103 2.550040 0.014 -0.002 -0.021 -0.0140
H 2.141263 5.814094 0.632209 0.031 -0.006 0.002 0.0650
H -3.659690 3.742140 0.662572 0.019 0.020 0.007 0.1236
H -5.813937 2.619185 1.073542 -0.001 -0.001 0.004 0.1209
H -5.892113 0.552474 2.436837 0.002 -0.003 0.000 0.1198
H -3.791052 -0.385734 3.367439 -0.014 -0.007 -0.008 0.1248
H -1.675756 0.691042 2.969180 -0.102 0.005 -0.002 0.0763
I 5.784854 1.345543 2.898663 -0.003 -0.005 0.000 0.9912
C 3.716398 1.317455 3.033408 0.021 -0.006 0.068 -0.6887
C 3.058279 1.498703 4.240355 0.004 -0.007 -0.045 -0.0702
C 1.674756 1.473387 4.235174 -0.031 0.017 -0.032 0.0097
C 0.999436 1.277642 3.050021 -0.008 -0.056 0.046 -0.1053
N 1.634184 1.088860 1.885412 0.026 0.176 0.003 -0.1164
C 2.976631 1.110433 1.886453 -0.047 -0.032 -0.129 -0.2184
H 3.608786 1.655944 5.157833 0.003 -0.003 -0.001 0.1201
H 1.106914 1.602265 5.145488 0.003 0.008 0.002 0.1334
H -0.072593 1.252040 3.044106 0.034 -0.003 -0.099 0.0798
H 3.472956 0.947666 0.945650 0.015 0.035 -0.052 0.0609
C -0.843432 -0.529267 -4.967743 -0.004 0.002 0.001 -0.0585
C 0.101711 0.631553 -4.632544 -0.006 0.022 -0.005 -0.1672
C 0.310777 0.737146 -3.192828 0.077 -0.058 -0.002 -0.0824
N 0.430514 0.782772 -2.057973 -0.027 -0.127 -0.040 0.0472
H -1.010037 -0.550244 -6.042125 0.005 -0.006 0.000 0.0917
H -1.805272 -0.404487 -4.472445 -0.003 0.010 -0.001 0.0790
H -0.414957 -1.482900 -4.664657 -0.003 0.000 0.002 0.0864
H -0.299781 1.587351 -4.975052 -0.004 0.001 0.006 0.1345
H 1.078739 0.505132 -5.102402 -0.007 -0.003 -0.006 0.1284
C 4.040065 -2.604797 -2.317072 0.012 0.023 0.019 -0.0140
N 4.027621 -1.156071 -2.418925 0.011 -0.025 -0.063 -0.1425
C 5.032699 -0.454811 -3.229061 0.035 -0.009 -0.048 -0.0717
C 4.731113 1.031935 -2.964857 0.010 -0.028 0.101 -0.0747
N 3.630647 0.958712 -1.996320 0.026 -0.402 -0.294 0.0638
C 3.291860 -0.295562 -1.729649 0.175 0.195 0.073 -0.6395
S 2.176070 -0.864855 -0.528830 -0.050 0.170 0.163 0.8581
H 4.948286 -2.937603 -1.813207 -0.004 -0.009 0.003 0.1104
H 4.010992 -3.034417 -3.317793 0.001 -0.005 0.006 0.1046
H 3.177151 -2.950464 -1.754003 -0.016 0.006 -0.009 0.0601
H 4.919691 -0.737152 -4.275719 0.013 0.019 -0.003 0.1324
H 6.033908 -0.739128 -2.905138 0.000 -0.014 0.015 0.1357
H 4.429742 1.572915 -3.860013 -0.029 -0.037 -0.012 0.1256
H 5.581421 1.546564 -2.521755 -0.007 0.029 -0.024 0.1306
H 3.137523 1.745782 -1.588283 0.083 0.112 0.078 0.0874



[2]
11
Properties=species:S:1:pos:R:3:forces:R:3:lowdin_charge:R:1 method="wB97M-V/def2-TZVPD" spin_multiplicity=1 de_lowest_kcal_mol=65.65 e_homo_ev="-7.75 / -8.93" homo_lumo_gap_ev="6.51 / 8.49" molar_mass_g_mol=108.51 charge=0 energy_ha=-919.31764
C 0.138401 0.898047 1.388312 -0.059 0.000 0.026 0.0127
C 1.185636 0.909676 0.517745 0.163 0.135 -0.049 -0.2939
C 1.660886 -0.219713 -0.127776 -0.459 -0.085 0.178 -0.6492
P -0.921930 -1.328956 -2.334293 0.599 -0.204 -0.500 0.5830
Cl 2.981893 -0.168537 -1.184339 0.351 0.012 -0.273 0.6217
H -0.194350 1.797566 1.872912 -0.038 0.167 0.074 0.0481
H -0.391870 -0.010858 1.611987 -0.112 -0.214 0.045 0.0536
H 1.690726 1.846658 0.319581 0.045 0.054 -0.046 0.0947
H 1.222638 -1.193007 0.023938 0.048 -0.097 0.012 0.0427
H -1.739899 -0.221569 -2.144002 -0.329 0.506 0.085 -0.2560
H -1.494993 -1.982591 -1.245673 -0.210 -0.272 0.446 -0.2573



[3]
65
Properties=species:S:1:pos:R:3:forces:R:3:lowdin_charge:R:1 method="wB97M-V/def2-TZVPD" spin_multiplicity=1 de_lowest_kcal_mol=0.00 e_homo_ev=0.82 homo_lumo_gap_ev=2.93 molar_mass_g_mol=515.00 charge=-2 energy_ha=-2337.56017
Mg 0.470609 -0.332909 1.358015 0.277 0.159 -0.113 0.4608
O -0.038338 -1.072091 3.161237 -0.062 -0.237 0.320 -0.2142
N -0.644532 -2.094664 3.687456 0.037 0.145 0.088 -0.2108
C -0.878212 -2.028194 5.018852 -0.037 -0.045 -0.083 -0.0373
C -1.515600 -3.027468 5.705313 0.029 0.063 0.050 -0.1046
C -1.939784 -4.148656 4.989256 -0.012 -0.014 -0.018 -0.1231
C -1.698084 -4.205933 3.641472 -0.015 -0.103 -0.076 -0.1265
C -1.029091 -3.184262 2.930309 0.053 0.119 -0.148 -0.7115
S -0.699376 -3.221981 1.267083 -0.038 -0.015 0.170 0.5949
H -0.516386 -1.109890 5.454898 -0.015 -0.006 0.032 0.1304
H -1.678851 -2.918743 6.768240 -0.007 -0.010 -0.003 0.0860
H -2.457339 -4.961349 5.484442 0.001 0.000 0.009 0.0882
H -2.015743 -5.055034 3.052426 0.005 0.000 0.008 0.0854
S -1.226938 -1.884371 -5.021035 0.134 0.026 -0.045 0.9529
C -0.669450 -1.454555 -3.373249 -0.113 -0.033 -0.133 -0.5257
C 0.307577 -2.218763 -2.752958 0.112 -0.008 0.122 -0.0791
C 0.684882 -1.864359 -1.465108 -0.096 0.074 -0.136 -0.1535
N 0.145225 -0.833329 -0.825285 -0.054 -0.003 -0.016 0.0252
C -0.787425 -0.091165 -1.419255 0.037 -0.161 -0.235 -0.0783
C -1.234208 -0.382380 -2.707188 0.032 0.100 0.159 -0.0587
C -0.070781 -0.908720 -5.975819 -0.146 -0.118 0.072 -0.5194
C 1.017882 -1.505627 -6.593600 0.100 0.038 -0.111 -0.0887
C 1.868884 -0.714640 -7.355757 -0.179 -0.073 0.138 -0.1606
N 1.698556 0.592560 -7.526875 0.150 0.091 -0.129 0.0430
C 0.657335 1.158633 -6.922552 -0.142 -0.169 0.163 -0.1478
C -0.255060 0.454941 -6.145595 0.114 0.151 -0.059 -0.0739
H 0.753641 -3.070848 -3.247707 -0.009 0.008 -0.020 0.0969
H 1.434068 -2.419184 -0.912316 -0.007 -0.033 0.001 0.1050
H -1.146692 0.737496 -0.810366 -0.026 -0.020 -0.028 0.0888
H -2.011889 0.217745 -3.159343 -0.003 -0.009 -0.015 0.1030
H 1.203019 -2.565080 -6.479569 -0.011 0.000 0.014 0.0979
H 2.728377 -1.161441 -7.843906 0.015 0.030 -0.023 0.0972
H 0.537473 2.227524 -7.058326 0.025 0.006 -0.027 0.1020
H -1.084140 0.963985 -5.673429 -0.003 -0.009 0.004 0.1054
C 3.339014 1.630496 1.831260 0.050 0.034 -0.094 -0.1181
C 3.516265 0.168714 2.243535 -0.122 0.029 0.104 -0.5684
C 5.013525 -0.171404 2.257711 0.020 -0.074 -0.055 -0.1368
C 2.664546 -0.754234 1.369897 -0.026 -0.037 -0.128 -0.2412
H 3.904639 2.313401 2.477934 -0.005 0.000 0.003 0.0577
H 2.289005 1.931240 1.820794 -0.027 -0.049 0.058 0.0467
H 3.706176 1.765519 0.805991 0.025 -0.005 0.009 0.0714
H 3.160738 0.065060 3.280231 -0.009 0.066 -0.003 0.1120
H 5.415392 -0.094601 1.240720 0.005 0.005 0.006 0.0610
H 5.175338 -1.198866 2.596475 -0.008 0.003 0.000 0.0549
H 5.595506 0.501174 2.902442 -0.002 0.011 0.020 0.0502
H 2.809029 -1.796246 1.706441 0.011 0.006 0.015 0.0088
H 3.085278 -0.720934 0.343665 -0.033 0.036 0.008 0.0111
C -3.052478 0.293170 1.663969 -0.026 -0.091 0.023 -0.0963
C -2.858598 1.701266 1.185184 0.180 -0.030 0.028 -0.2565
C -3.935693 2.546990 1.024740 -0.061 0.035 -0.015 -0.1515
C -3.807744 3.885758 0.629226 0.155 -0.059 0.025 -0.2013
C -2.500533 4.348193 0.404487 -0.123 0.063 -0.060 -0.1534
C -1.385893 3.556245 0.553615 0.160 -0.152 0.057 -0.2627
C -0.007644 4.103693 0.323267 0.007 0.017 0.000 -0.1159
C -1.465639 2.142582 0.968762 -0.332 0.268 -0.013 -0.4577
N -0.432539 1.374339 1.083128 0.053 -0.089 0.140 -0.0747
H -4.112806 0.076048 1.835052 0.001 0.011 0.003 0.0561
H -2.495486 0.111329 2.591422 -0.003 0.042 0.017 0.0596
H -2.660998 -0.455509 0.964483 0.007 0.024 -0.044 0.0481
H -4.933003 2.148982 1.222538 0.001 -0.004 -0.001 0.0753
H -4.670113 4.531098 0.507630 -0.013 0.004 -0.009 0.0411
H -2.354250 5.385070 0.093828 -0.004 0.000 0.001 0.0748
H -0.040169 5.040555 -0.244774 0.009 0.010 0.011 0.0479
H 0.604284 3.362668 -0.199113 -0.005 0.017 -0.051 0.0479
H 0.525267 4.290986 1.265683 -0.026 -0.036 0.012 0.0605



[4]
14
Properties=species:S:1:pos:R:3:forces:R:3:lowdin_charge:R:1 method="wB97M-V/def2-TZVPD" spin_multiplicity=1 de_lowest_kcal_mol=39.59 e_homo_ev=-9.76 smiles="CCOCC=O" homo_lumo_gap_ev=10.64 molar_mass_g_mol=88.11 charge=0 energy_ha=-307.64934
C 1.969349 0.866803 0.263094 0.035 0.019 0.005 -0.0700
C 0.878067 -0.117802 -0.112750 0.179 0.012 -0.181 -0.2746
O -0.159341 0.062654 0.840181 -0.044 0.142 0.068 -0.1425
C -1.370802 -0.569226 0.571972 -0.117 -0.104 0.021 -0.1943
C -1.959862 -0.310666 -0.808334 0.022 0.370 -0.174 -0.2334
O -1.826779 0.719248 -1.421191 -0.023 -0.502 0.229 0.0634
H 1.506492 1.844225 0.428958 0.122 -0.104 -0.059 0.0830
H 2.475090 0.564094 1.184763 -0.080 0.045 -0.117 0.0761
H 2.714487 0.964080 -0.532658 -0.105 -0.086 0.108 0.0767
H 1.249131 -1.156796 -0.101960 -0.125 0.140 0.084 0.1241
H -2.088448 -0.149718 1.290551 -0.023 -0.161 -0.087 0.1384
H -1.342109 -1.657493 0.745401 0.150 0.082 -0.093 0.1236
H -2.550190 -1.155205 -1.226466 -0.071 0.144 0.051 0.1222
H 0.504913 0.095800 -1.121556 0.082 0.004 0.146 0.1075



- Look up the charge of the first one.
  +2



- Which value of charge does entry 3 give?
  -2